# 1
Molecular formula: CH5NO
Method: DFT, ωB97M-V/def2-TZVPD

## Properties
Relative energy (zero: lowest compared OMol25 entry of this formula, charge and spin) (kJ/mol): 611.2
Orbital gap (spin up / spin down) (eV): 5.600 / 5.413

Element x y z (Å)
C (1.19, -0.20, -0.06)
N (-2.10, -0.05, -0.06)
O (0.53, 0.94, 0.03)
H (1.18, -0.63, -1.08)
H (0.83, -0.96, 0.66)
H (2.26, -0.05, 0.21)
H (-1.74, 0.72, -0.61)
H (-2.16, 0.25, 0.91)

# 2
Molecular formula: C37H28Cl4N5O9S5SbZr
Method: DFT, ωB97M-V/def2-TZVPD

## Properties
Relative energy (zero: lowest compared OMol25 entry of this formula, charge and spin) (kJ/mol): 55.7
Charge: -2
Orbital gap (eV): 6.132

Element x y z (Å)
Zr (-1.77, 0.28, -0.06)
O (2.98, 3.81, -1.79)
C (3.38, 2.75, -2.46)
O (4.24, 2.82, -3.31)
C (2.83, 1.42, -2.04)
C (3.27, 0.21, -2.52)
Cl (4.42, -0.16, -3.72)
N (2.55, -0.77, -1.90)
N (1.66, -0.24, -1.05)
C (1.80, 1.06, -1.12)
C (0.99, 1.89, -0.16)
O (1.34, 3.04, 0.08)
O (0.06, 1.28, 0.46)
C (2.73, -2.19, -1.89)
C (1.60, -2.99, -1.88)
C (1.75, -4.36, -1.78)
C (3.02, -4.93, -1.70)
C (4.14, -4.11, -1.71)
C (4.00, -2.73, -1.79)
H (2.30, 3.57, -1.07)
H (0.62, -2.53, -1.92)
H (0.87, -4.99, -1.75)
H (3.13, -6.00, -1.61)
H (5.13, -4.54, -1.63)
H (4.87, -2.09, -1.76)
S (-5.01, 4.08, -1.83)
Sb (-3.27, 3.41, -0.54)
S (-1.67, 2.21, -1.82)
S (-3.80, 1.46, 0.78)
S (-2.36, 4.88, 0.96)
Cl (0.07, -7.05, 0.34)
C (-0.61, -5.45, 0.47)
C (0.22, -4.38, 0.78)
C (-0.34, -3.12, 0.85)
Cl (0.66, -1.76, 1.24)
C (-1.70, -2.86, 0.61)
O (-2.19, -1.65, 0.63)
C (-2.50, -3.99, 0.35)
Cl (-4.19, -3.75, 0.12)
C (-1.97, -5.26, 0.27)
H (1.27, -4.53, 0.94)
H (-2.62, -6.10, 0.05)
C (3.70, -0.35, 3.01)
C (2.86, 0.63, 3.78)
C (2.36, 1.77, 3.16)
C (1.55, 2.67, 3.85)
C (1.21, 2.42, 5.17)
N (0.36, 3.30, 5.92)
C (-0.59, 4.14, 5.34)
O (-0.74, 5.28, 5.74)
N (-1.38, 3.57, 4.38)
C (-1.49, 2.20, 4.10)
C (-1.75, 1.25, 5.08)
C (-1.86, -0.08, 4.70)
C (-1.75, -0.41, 3.35)
N (-1.51, 0.51, 2.42)
C (-1.38, 1.78, 2.78)
C (1.70, 1.28, 5.80)
C (2.53, 0.41, 5.11)
H (4.22, 0.14, 2.19)
H (3.08, -1.14, 2.58)
H (4.44, -0.83, 3.65)
H (2.60, 1.98, 2.13)
H (1.17, 3.54, 3.33)
H (0.82, 3.78, 6.68)
H (-1.84, 4.21, 3.73)
H (-1.85, 1.55, 6.11)
H (-2.06, -0.86, 5.42)
H (-1.86, -1.43, 3.01)
H (-1.20, 2.52, 2.01)
H (1.41, 1.08, 6.82)
H (2.90, -0.48, 5.61)
C (-2.62, 2.18, -7.53)
C (-2.67, 1.32, -6.30)
C (-3.54, 1.62, -5.26)
C (-3.55, 0.88, -4.09)
C (-2.68, -0.19, -3.98)
C (-1.81, -0.52, -5.00)
C (-1.80, 0.24, -6.16)
S (-2.65, -1.14, -2.49)
O (-3.54, -0.46, -1.54)
O (-2.95, -2.50, -2.84)
O (-1.28, -0.99, -1.89)
H (-3.63, 2.47, -7.85)
H (-2.14, 1.67, -8.36)
H (-2.07, 3.10, -7.34)
H (-4.20, 2.48, -5.34)
H (-4.20, 1.15, -3.27)
H (-1.13, -1.36, -4.89)
H (-1.11, 0.00, -6.96)

# 3
Molecular formula: C39H57BrF9NO7P
Method: DFT, ωB97M-V/def2-TZVPD

## Properties
Charge: +1
Orbital gap (eV): 6.288

Element x y z (Å)
C (4.53, 1.39, 2.43)
C (4.93, 0.93, 0.92)
C (5.70, 2.11, 0.11)
C (4.64, 3.30, -0.26)
C (3.79, 2.81, -1.54)
C (2.31, 3.45, -1.61)
C (1.39, 3.02, -0.34)
C (1.13, 4.29, 0.61)
C (0.05, 3.98, 1.80)
C (-1.33, 3.32, 1.35)
C (-2.08, 3.85, 0.06)
C (-1.58, 5.16, -0.77)
C (-0.70, 4.83, -2.06)
C (-3.41, 3.20, -0.53)
C (-4.06, 3.82, -1.87)
C (-5.18, 4.94, -1.55)
O (-6.15, 5.22, -2.29)
O (-4.96, 5.67, -0.34)
C (-4.09, 1.96, 0.18)
C (-5.40, 1.40, -0.49)
C (-6.75, 2.13, 0.13)
C (-7.67, 2.81, -1.02)
Br (-6.30, 3.42, 1.61)
C (-3.41, 1.47, 1.51)
C (-4.05, 0.28, 2.32)
C (-5.33, -0.58, 1.94)
C (-4.80, -1.80, 0.98)
O (-3.64, -1.40, 0.21)
C (-2.96, -2.57, -0.32)
C (-1.39, -2.20, -0.35)
F (-1.24, -0.83, 0.02)
F (-0.90, -2.39, -1.66)
F (-0.67, -2.97, 0.63)
N (-3.47, -0.20, 3.58)
C (-2.31, 0.40, 4.19)
C (-1.58, 1.60, 3.47)
P (-0.16, 2.26, 4.53)
C (1.23, 0.97, 4.53)
C (-0.66, 2.48, 6.35)
C (-2.08, 2.14, 2.09)
H (4.11, 0.49, 3.01)
H (5.47, 1.82, 2.93)
H (3.71, 2.20, 2.43)
H (3.99, 0.66, 0.31)
H (5.56, -0.02, 0.98)
H (6.08, 1.68, -0.89)
H (6.52, 2.59, 0.74)
H (5.20, 4.28, -0.43)
H (3.98, 3.45, 0.68)
H (4.35, 3.17, -2.48)
H (3.76, 1.66, -1.61)
H (1.84, 3.03, -2.58)
H (2.33, 4.60, -1.66)
H (1.94, 2.21, 0.27)
H (0.37, 2.58, -0.67)
H (0.96, 5.28, 0.08)
H (2.13, 4.44, 1.19)
H (0.65, 3.08, 2.24)
H (-0.05, 4.85, 2.54)
H (-2.47, 5.80, -1.12)
H (-1.06, 5.82, 0.02)
H (0.31, 5.38, -1.98)
H (-1.24, 5.24, -3.00)
H (-0.52, 3.71, -2.25)
H (-3.29, 4.39, -2.53)
H (-4.43, 3.02, -2.60)
H (-5.73, 6.26, -0.15)
H (-5.51, 1.61, -1.63)
H (-5.51, 0.25, -0.48)
H (-7.45, 1.35, 0.64)
H (-8.57, 2.10, -1.20)
H (-7.15, 2.91, -2.03)
H (-8.12, 3.81, -0.66)
H (-6.22, -0.01, 1.51)
H (-5.76, -1.14, 2.86)
H (-4.59, -2.71, 1.66)
H (-5.71, -2.09, 0.31)
H (-3.37, -2.88, -1.35)
H (-3.06, -3.49, 0.36)
H (-3.87, -1.01, 4.10)
H (-1.95, -0.02, 5.20)
H (2.13, 1.31, 3.91)
H (1.59, 0.76, 5.61)
H (0.88, -0.03, 4.10)
H (-0.48, 1.51, 6.94)
H (0.06, 3.26, 6.80)
H (-1.72, 2.89, 6.46)
C (3.95, -4.36, -2.57)
C (5.40, -4.29, -3.02)
O (5.91, -2.96, -2.88)
C (6.33, -2.61, -1.65)
O (6.30, -3.35, -0.69)
C (6.89, -1.19, -1.65)
F (6.11, -0.33, -2.34)
F (8.11, -1.14, -2.23)
F (7.03, -0.68, -0.41)
H (3.35, -3.62, -3.11)
H (3.54, -5.35, -2.75)
H (3.86, -4.14, -1.51)
H (5.47, -4.55, -4.08)
H (6.02, -5.01, -2.48)
C (-0.19, -10.55, -2.75)
C (1.26, -10.48, -3.19)
O (1.76, -9.14, -3.05)
C (2.18, -8.80, -1.81)
O (2.15, -9.53, -0.86)
C (2.74, -7.38, -1.81)
F (1.95, -6.51, -2.50)
F (3.97, -7.31, -2.39)
F (2.88, -6.86, -0.57)
H (-0.79, -9.81, -3.28)
H (-0.60, -11.54, -2.93)
H (-0.29, -10.33, -1.68)
H (1.33, -10.73, -4.25)
H (1.88, -11.19, -2.65)

# 4
Molecular formula: C7H4F2
Method: DFT, ωB97M-V/def2-TZVPD

## Properties
Relative energy (zero: lowest compared OMol25 entry of this formula, charge and spin) (kJ/mol): 32.7
Orbital gap (eV): 9.122

Element x y z (Å)
C (1.01, 1.13, -1.01)
C (0.09, 0.53, -1.56)
C (1.63, 1.17, 0.28)
C (1.02, 0.33, 1.17)
C (-0.98, -0.99, 0.12)
C (-0.08, -0.63, 1.05)
C (-1.12, -0.17, -1.65)
F (-0.15, -1.32, 2.26)
F (-2.29, 0.51, -1.55)
H (2.47, 1.89, 0.57)
H (1.33, 0.24, 2.24)
H (-1.66, -1.70, 0.31)
H (-1.27, -0.99, -2.24)

# 5
Molecular formula: C5H12F15O21S5Zn2
Method: DFT, ωB97M-V/def2-TZVPD

## Properties
Charge: -1
Orbital gap (eV): 4.517

Element x y z (Å)
Zn (0.41, -3.37, 0.37)
Zn (-2.76, 0.53, -2.54)
C (-1.29, -3.20, 4.47)
F (-1.84, -2.06, 4.08)
F (-0.04, -2.98, 4.87)
F (-1.99, -3.71, 5.50)
S (-1.26, -4.45, 3.12)
O (-2.63, -4.65, 2.72)
O (-0.48, -3.77, 2.06)
O (-0.59, -5.59, 3.67)
C (0.79, 0.68, -0.50)
F (1.04, 0.23, -1.75)
F (1.82, 0.36, 0.26)
F (0.58, 1.97, -0.53)
S (-0.73, -0.14, 0.08)
O (-1.63, 0.16, -1.06)
O (-0.41, -1.54, 0.22)
O (-1.16, 0.49, 1.28)
C (3.23, 3.16, -2.78)
F (3.57, 4.04, -1.84)
F (3.95, 2.05, -2.55)
F (1.93, 2.83, -2.67)
S (3.60, 3.82, -4.47)
O (2.53, 4.79, -4.65)
O (4.91, 4.38, -4.30)
O (3.48, 2.63, -5.29)
C (-4.06, 3.68, -0.57)
F (-4.82, 4.68, -0.12)
F (-3.55, 4.05, -1.77)
F (-3.08, 3.48, 0.29)
S (-5.09, 2.16, -0.75)
O (-4.15, 1.27, -1.51)
O (-5.29, 1.73, 0.59)
O (-6.20, 2.53, -1.57)
C (3.36, -3.57, 3.32)
F (3.80, -3.04, 4.46)
F (4.34, -4.35, 2.84)
F (2.28, -4.31, 3.56)
S (3.00, -2.18, 2.13)
O (4.25, -1.83, 1.56)
O (2.09, -2.81, 1.14)
O (2.33, -1.23, 2.96)
O (1.22, -3.21, -1.55)
H (1.06, -2.62, -2.29)
H (1.51, -4.05, -1.95)
O (-1.12, 2.12, 3.76)
H (-2.05, 2.37, 3.80)
H (-1.10, 1.35, 3.19)
O (0.47, 4.18, 2.28)
H (0.14, 3.27, 2.28)
H (0.47, 4.45, 1.36)
O (-1.35, -4.23, -0.45)
H (-2.17, -4.28, 0.06)
H (-1.38, -4.95, -1.08)
O (1.62, -0.04, -4.86)
H (1.61, 0.77, -5.38)
H (1.77, 0.27, -3.96)
O (-1.82, 2.25, -3.02)
H (-2.24, 3.10, -3.21)
H (-0.90, 2.33, -3.30)

# 6
Molecular formula: C5H8O2
Method: DFT, ωB97M-V/def2-TZVPD

## Properties
Relative energy (zero: lowest compared OMol25 entry of this formula, charge and spin) (kJ/mol): 420.9
SMILES string: C1CO[C@@H]2C[C@@H]2O1
Orbital gap (eV): 9.793

Element x y z (Å)
C (1.51, -0.38, -0.08)
C (0.92, 0.84, -0.66)
O (-0.29, 0.64, -1.40)
C (-1.27, 0.02, -0.57)
C (-1.35, 0.19, 0.94)
C (-0.81, -1.08, 0.33)
O (0.58, -1.36, 0.39)
H (2.23, -0.96, -0.65)
H (2.37, 0.38, 0.40)
H (0.72, 1.61, 0.08)
H (1.95, 1.20, -0.99)
H (-2.22, -0.07, -1.10)
H (-0.64, 0.82, 1.46)
H (-2.33, 0.15, 1.41)
H (-1.38, -2.00, 0.44)

# 7
Molecular formula: C2H6OS5
Method: DFT, ωB97M-V/def2-TZVPD

## Properties
Relative energy (zero: lowest compared OMol25 entry of this formula, charge and spin) (kJ/mol): 227.8
Orbital gap (spin up / spin down) (eV): 7.053 / 7.050

Element x y z (Å)
C (0.44, -0.61, 1.27)
C (-0.01, 1.44, -0.66)
O (-1.90, 0.03, 0.26)
S (-0.27, -1.98, 2.35)
S (2.02, -1.12, 0.48)
S (-0.99, 2.61, 0.08)
S (-0.96, 0.41, -2.91)
S (-0.54, -0.29, -0.34)
H (0.75, 0.18, 1.90)
H (0.95, 1.64, -1.04)
H (0.85, -2.68, 2.43)
H (1.23, -1.30, -0.69)
H (-1.92, 1.63, 0.16)
H (0.34, 0.05, -3.29)

# 8
Molecular formula: C16H34N5S2
Method: DFT, ωB97M-V/def2-TZVPD

## Properties
Relative energy (zero: lowest compared OMol25 entry of this formula, charge and spin) (kJ/mol): 43.7
Charge: +1
Orbital gap (eV): 9.311

Element x y z (Å)
C (-5.19, -2.00, -1.46)
H (-4.33, -2.53, -1.04)
H (-4.84, -1.22, -2.13)
C (-6.08, -1.44, -0.36)
H (-6.62, -2.27, 0.11)
C (-5.34, -0.69, 0.74)
C (-4.60, 0.56, 0.26)
N (-3.31, 0.26, -0.33)
C (-2.19, 0.08, 0.34)
N (-1.08, -0.36, -0.21)
H (-0.22, -0.34, 0.38)
C (-0.83, -0.53, -1.63)
H (0.00, -1.23, -1.72)
H (-1.70, -0.95, -2.14)
C (-0.42, 0.82, -2.26)
N (0.64, 1.40, -1.46)
C (1.93, 1.54, -2.10)
H (2.22, 0.56, -2.50)
C (2.95, 2.01, -1.03)
N (2.41, 1.71, 0.28)
C (2.54, 0.49, 0.86)
S (1.33, -0.18, 1.82)
N (3.67, -0.18, 0.68)
H (-0.86, 0.30, 2.21)
C (4.01, -1.45, 1.29)
C (4.72, -2.38, 0.30)
H (5.26, -3.13, 0.88)
H (5.45, -1.81, -0.27)
C (3.77, -3.11, -0.65)
C (3.02, -2.18, -1.60)
H (2.34, -1.53, -1.05)
H (3.72, -1.56, -2.16)
H (2.44, -2.76, -2.31)
H (3.05, -3.68, -0.07)
H (4.36, -3.82, -1.24)
H (3.10, -1.92, 1.65)
H (4.67, -1.27, 2.15)
H (4.44, 0.27, 0.21)
C (1.27, 2.56, 0.55)
H (0.76, 2.18, 1.44)
H (1.63, 3.57, 0.77)
C (0.33, 2.57, -0.67)
H (-0.71, 2.53, -0.34)
H (0.46, 3.50, -1.25)
H (3.92, 1.53, -1.20)
H (3.10, 3.09, -1.09)
H (1.92, 2.26, -2.93)
H (-1.28, 1.49, -2.29)
H (-0.09, 0.65, -3.28)
S (-2.19, 0.47, 2.04)
H (-3.34, -0.08, -1.29)
H (-5.19, 1.09, -0.49)
H (-4.43, 1.24, 1.10)
H (-4.63, -1.36, 1.23)
H (-6.07, -0.38, 1.49)
H (-6.83, -0.79, -0.81)
H (-5.75, -2.71, -2.07)